{
  "formula": "C19H17O4S",
  "method": "ωB97M-V/def2-TZVPD",
  "total_energy_ev": -39005.663,
  "homo_lumo_gap_ev": 6.02,
  "charge": -1,
  "lumo_ev": 2.8,
  "elements": ["C", "C", "H", "C", "C", "C", "H", "O", "H", "C", "H", "C", "C", "C", "H", "H", "C", "H", "H", "C", "H", "H", "C", "O", "C", "C", "H", "H", "H", "C", "C", "S", "H", "H", "C", "O", "H", "C", "C", "O", "H"],
  "coordinates": [[2.2096, 1.6077, 0.0238], [-0.8550, 1.5059, -0.1676], [-4.2972, -0.1813, -0.5815], [-4.0059, 0.2282, -1.5540], [0.4673, -4.4881, 1.3031], [-2.0358, 1.0099, -2.9333], [4.1100, 4.8491, 1.0783], [-2.1829, 1.3787, -0.5212], [-2.7481, -3.7263, 2.1862], [-0.9136, -4.6540, 1.4890], [-4.5445, 1.1647, -1.7210], [1.0647, -3.2569, 1.5333], [1.9309, 2.8422, -0.6088], [-2.4959, 0.4696, -1.5928], [-4.2864, -0.4844, -2.3347], [-2.3287, 0.3036, -3.7181], [2.6344, 3.9906, -0.2487], [-0.9496, 1.1479, -2.9567], [-1.3856, -5.6113, 1.2599], [1.4022, 0.4188, -0.2366], [2.3888, 4.9336, -0.7410], [1.0824, -5.3260, 0.9718], [-1.1087, -2.3494, 2.2037], [-1.8807, -0.8142, -1.3112], [0.0896, 0.4726, -0.6756], [0.2682, -2.1447, 1.9139], [3.5334, 0.5733, 1.3749], [1.9269, -0.5203, -0.4071], [2.1324, -3.0872, 1.4033], [-0.5245, -0.8001, -1.1030], [3.6100, 3.9344, 0.7541], [0.9308, -0.6085, 2.0600], [4.7087, 2.6481, 2.1094], [-2.5282, 1.9698, -3.1259], [3.2783, 1.5432, 0.9374], [-0.5383, 2.3895, 0.5982], [-1.6698, -1.4987, 2.5867], [-1.6860, -3.5903, 1.9790], [3.9396, 2.7034, 1.3360], [0.1105, -1.8305, -1.1960], [1.1468, 2.8873, -1.3675]]
}



{
  "formula": "C4H12N2",
  "method": "ωB97M-V/def2-TZVPD",
  "smiles": "[NH3+]/C=C/CC[NH3+]",
  "total_energy_ev": -7305.092,
  "homo_lumo_gap_ev": 11.23,
  "charge": 2,
  "lumo_ev": -7.4,
  "elements": ["H", "H", "H", "C", "C", "H", "C", "H", "H", "N", "C", "H", "H", "H", "H", "H", "H", "N"],
  "coordinates": [[1.2729, 0.6959, -3.7493], [-1.5497, -0.8627, 0.7638], [-0.3005, 0.2120, -3.5076], [0.8592, 0.7059, -1.7319], [0.3574, 0.1507, 0.7278], [-1.8290, 0.7145, 2.3942], [-0.6872, -0.7319, 1.4178], [0.8997, -0.7863, -3.0605], [1.2771, 0.1170, 1.3297], [0.6402, 0.2101, -3.1004], [0.6696, -0.1378, -0.7041], [0.7848, 1.7647, -1.4899], [-0.2761, -1.6861, 1.7277], [0.0629, 1.2026, 0.8807], [1.0028, -1.1419, -1.0206], [-1.6526, -0.6993, 3.2760], [-0.3529, 0.2979, 3.1780], [-1.1786, -0.0254, 2.6687]]
}



{
  "formula": "C5H14O3",
  "method": "ωB97M-V/def2-TZVPD",
  "total_energy_ev": -11544.092,
  "multiplicity": 2,
  "homo_lumo_gap_ev": [9.14, 5.47],
  "charge": 1,
  "lumo_ev": [-5.4, -9.1],
  "elements": ["H", "H", "O", "H", "H", "C", "C", "O", "H", "C", "H", "H", "H", "H", "O", "H", "H", "H", "C", "H", "H", "C"],
  "coordinates": [[-0.9671, 1.1563, -1.8450], [-2.4786, -1.3954, -0.9900], [-0.2712, -0.5186, 2.8001], [-0.1160, 1.5846, 0.6368], [-1.6497, 2.4703, -1.0047], [-0.1331, -0.2773, 1.6317], [-1.8265, 0.3879, -0.0289], [3.7285, 0.4641, -1.4251], [-0.7010, -1.0042, -1.2990], [-0.8537, 0.9240, 1.0927], [3.8117, -2.0479, 1.2387], [-1.4805, 1.3537, 1.8513], [4.1596, 1.2972, -1.2035], [0.6272, -0.8899, 1.1087], [2.8560, -2.1022, 1.4371], [2.7805, 0.5963, -1.4691], [2.6550, -2.4371, 0.5546], [-1.2007, -1.7282, 0.1091], [-1.5439, -0.9871, -0.6190], [-2.8475, 0.3675, 0.3463], [-2.7467, 1.3858, -1.7351], [-1.8024, 1.4000, -1.1876]]
}



{
  "formula": "C5H6O2",
  "method": "ωB97M-V/def2-TZVPD",
  "total_energy_ev": -9374.420,
  "homo_lumo_gap_ev": 10.64,
  "lumo_ev": 0.9,
  "elements": ["H", "C", "O", "H", "H", "H", "H", "C", "H", "O", "C", "C", "C"],
  "coordinates": [[2.1137, 1.1112, -0.5605], [1.3164, 0.5739, -0.0577], [-0.8188, 0.6081, 1.0648], [1.6526, -0.2220, 0.6066], [-1.9719, -0.3211, -0.4213], [-0.0214, 0.5968, -1.9343], [0.0487, 2.4544, 0.3398], [-0.9593, -0.3366, -0.0136], [-0.2055, -1.8006, 1.4521], [-0.7154, -2.7057, -0.3010], [-0.5982, -1.7406, 0.4145], [0.1023, 1.3708, 0.2805], [0.0569, 0.4113, -0.8698]]
}



{
  "formula": "C4H10O3",
  "method": "ωB97M-V/def2-TZVPD",
  "smiles": "C=C/C=C/O.O.O",
  "total_energy_ev": -10450.816,
  "homo_lumo_gap_ev": 9.24,
  "lumo_ev": 0.6,
  "elements": ["C", "O", "H", "O", "H", "H", "H", "C", "H", "H", "H", "H", "C", "H", "H", "O", "C"],
  "coordinates": [[-0.5046, 0.8545, -0.3742], [-0.6871, 2.1883, -0.1250], [0.5078, 0.4880, -0.2980], [1.3808, 2.4122, 1.7698], [0.6155, -1.5299, -1.1064], [2.3116, -1.1849, 0.6031], [0.9758, -1.2880, 1.0536], [-1.4353, -1.3311, -1.0963], [1.5178, 1.9557, 2.6071], [0.1285, 2.6929, -0.1700], [0.4195, 2.4535, 1.6597], [-2.5227, 0.5680, -0.5558], [-1.5506, 0.0475, -0.5634], [-0.2604, -2.9236, -1.9717], [-2.4003, -1.7487, -1.4089], [1.8395, -1.6370, 1.3226], [-0.3358, -2.0173, -1.3465]]
}



{
  "formula": "C14H18FeNO3",
  "method": "ωB97M-V/def2-TZVPD",
  "total_energy_ev": -56816.671,
  "multiplicity": 5,
  "homo_lumo_gap_ev": [5.42, 3.08],
  "charge": 1,
  "lumo_ev": [-2.8, -7.6],
  "elements": ["H", "C", "C", "H", "C", "H", "H", "H", "O", "O", "C", "H", "H", "N", "H", "H", "Fe", "C", "C", "C", "H", "O", "H", "H", "H", "H", "C", "C", "C", "C", "C", "C", "H", "C", "H", "H", "H"],
  "coordinates": [[-2.5544, 0.8870, 4.1879], [-0.7672, -2.1309, -3.6135], [0.5408, -2.7135, -1.3117], [0.6183, 3.0276, 3.0722], [-1.7163, 1.2610, 2.2013], [-2.5477, 1.7467, 0.2478], [-0.6353, -1.0870, -0.5093], [-0.2486, 0.6564, 4.6659], [-0.3171, 1.2466, -3.5063], [1.9337, -1.5393, -5.6664], [-2.7054, 2.0091, 1.3043], [3.5216, -2.3352, -2.8767], [0.1251, 1.0419, 1.2051], [-0.3430, 1.5597, 1.9159], [1.9055, -0.3449, 0.1643], [1.0806, 0.6391, -0.9816], [0.7423, -1.4182, -2.9906], [2.6363, -2.0967, -2.2873], [0.4185, 1.9420, 3.0840], [0.1291, 0.1992, -3.2577], [3.0670, 0.0182, -2.2808], [-1.7494, -2.6480, -3.9556], [-1.9138, 0.1832, 2.0542], [1.8164, -4.1011, -2.3813], [1.3936, 1.4314, 3.1503], [-3.7441, 1.7584, 1.5729], [1.6978, -3.0928, -2.0029], [0.3344, -1.3848, -0.9355], [-0.4973, 1.6554, 4.2879], [1.4440, -0.4035, -0.8409], [1.4224, -1.4743, -4.6391], [2.3929, -0.7730, -1.9258], [-0.2432, -3.4488, -1.1283], [-1.9142, 1.6219, 3.6950], [-2.3658, 2.6180, 3.7802], [-2.5756, 3.1004, 1.4117], [-0.3819, 2.3889, 5.0903]]
}



{
  "formula": "C2H9N2O",
  "method": "ωB97M-V/def2-TZVPD",
  "smiles": "[NH3+]CNCO",
  "total_energy_ev": -7239.822,
  "homo_lumo_gap_ev": 10.57,
  "charge": 1,
  "lumo_ev": -3.3,
  "elements": ["H", "H", "H", "H", "H", "N", "O", "H", "C", "C", "N", "H", "H", "H"],
  "coordinates": [[2.0720, -0.3057, -1.1542], [-0.2333, -1.3027, -2.2281], [0.5290, -0.1816, 2.0267], [1.0685, 0.9002, -1.9173], [-1.3503, -1.1737, 1.6310], [-1.2424, -0.5459, 0.8445], [-0.0757, -0.7066, -1.4902], [-1.9615, 0.1382, 0.6074], [1.0602, 0.0925, -1.1722], [0.0250, 0.3335, 1.2061], [0.7209, 0.7242, 0.0840], [0.8655, 1.7108, -0.0313], [-1.0499, -0.8763, -0.1234], [-0.4280, 1.1931, 1.7168]]
}



{
  "formula": "C5H4F5NO",
  "method": "ωB97M-V/def2-TZVPD",
  "smiles": "FC(F)(F)c1ncco1.FCF",
  "total_energy_ev": -22374.078,
  "homo_lumo_gap_ev": 10.88,
  "lumo_ev": 0.8,
  "elements": ["H", "C", "F", "C", "F", "H", "H", "O", "C", "C", "H", "N", "C", "F", "F", "F"],
  "coordinates": [[-1.8692, 0.4641, -2.0353], [-0.2369, 2.0127, 1.5776], [-0.1306, 1.9534, 0.2292], [0.2441, -0.3112, -2.4126], [1.0167, -3.0124, 0.5608], [0.5965, 1.5561, 2.0684], [-1.1092, 1.4561, 1.9454], [-0.8519, -0.4377, -0.5537], [-0.8952, 0.0552, -1.7884], [0.5913, -1.7560, 0.8332], [0.6099, -0.1461, -3.4313], [0.9649, -1.0389, -1.5485], [0.3013, -1.0739, -0.4531], [-0.2383, 3.3270, 1.8993], [-0.5243, -1.8556, 1.5396], [1.5308, -1.1929, 1.5693]]
}